A cluster of 2 separate species, C2H3Cl3OSi in total in a non-equilibrium geometry, computed with ωB97M-V with the def2-TZVPD basis set.

Values from the calculation:
- SMILES = Cl[SiH](Cl)Cl.C=C=O
- HOMO-LUMO gap (eV) = 9.90
- HOMO level (eV) = -9.369
- lowest unoccupied orbital energy (eV) = 0.53
- energy above the lowest of the compared OMol25 structures with the same formula, charge and spin (kJ/mol) = 10.0
- net charge = 0

Each line ends with the Mulliken charge.
Positions of all 10 atoms, in Å:
H 3.071 -1.738 1.381  0.22
O 2.749 0.898 -0.139  -0.31
Cl -2.131 1.880 1.012  -0.21
C 2.505 -0.119 0.330  0.76
C 2.249 -1.313 0.824  -0.91
H -1.039 -0.123 -0.880  -0.11
Cl -3.798 -0.649 -0.658  -0.20
Si -2.326 0.758 -0.693  0.73
H 1.302 -1.905 0.809  0.25
Cl -2.582 2.311 -1.985  -0.20



The molecule C5H13NO2 in a non-equilibrium geometry, computed with ωB97M-V with the def2-TZVPD basis set.

Values from the calculation:
- SMILES = CC(C)[C@H](O)CNO
- HOMO-LUMO gap (eV) = 9.64
- HOMO level (eV) = -8.730
- lowest unoccupied orbital energy (eV) = 0.91
- energy above the lowest of the compared OMol25 structures with the same formula, charge and spin (kJ/mol) = 417.3
- net charge = 0

Each line ends with the Mulliken charge.
Positions of all 21 atoms, in Å:
H -2.171 -2.217 0.067  0.40
C -2.171 0.394 -0.881  -1.42
O 2.828 0.734 1.657  -0.43
C -1.365 -1.591 0.456  -1.42
H -1.877 1.162 -1.596  0.32
H -0.638 -0.967 -1.463  0.30
H 2.435 1.567 1.952  0.33
H 1.543 -1.131 0.495  0.34
O 0.222 1.864 -0.153  -0.49
H 1.494 -0.449 -1.222  0.37
H 0.570 1.923 -1.052  0.34
H -0.519 -2.244 0.671  0.34
H -1.712 -1.152 1.392  0.34
H 3.531 0.283 -0.109  0.25
H 0.035 0.550 1.329  0.33
C -0.997 -0.504 -0.539  0.46
C 1.370 -0.274 -0.155  -0.61
N 2.704 0.787 0.216  -0.38
H -2.981 -0.174 -1.345  0.43
C 0.254 0.559 0.262  -0.10
H -2.556 0.880 0.015  0.31



A cluster of 2 separate species, C4H6S in total in a non-equilibrium geometry, computed with ωB97M-V with the def2-TZVPD basis set.

Values from the calculation:
- SMILES = C=CS.C#C
- HOMO-LUMO gap (eV) = 9.53
- HOMO level (eV) = -8.556
- lowest unoccupied orbital energy (eV) = 0.98
- energy above the lowest of the compared OMol25 structures with the same formula, charge and spin (kJ/mol) = 289.3
- net charge = 0

Each line ends with the Mulliken charge.
Positions of all 11 atoms, in Å:
H -0.720 1.377 0.767  0.18
C 1.839 -1.915 0.061  -0.27
S -2.128 -1.030 0.059  -0.20
H -1.796 -0.947 1.317  0.11
C -1.511 0.323 -0.831  0.09
H -1.757 0.171 -1.832  0.31
H 2.306 0.251 0.551  0.31
H -0.412 2.269 -0.779  0.26
C 1.899 -0.733 0.274  -0.43
C -0.815 1.351 -0.332  -0.76
H 1.837 -2.849 -0.345  0.40



A structure of composition C3H4O3Tl in a non-equilibrium geometry, computed with ωB97M-V with the def2-TZVPD basis set.

Values from the calculation:
- HOMO-LUMO gap (alpha / beta) (eV) = 6.63 / 8.12
- HOMO level (alpha / beta) (eV) = -6.891 / -8.305
- lowest unoccupied orbital energy (alpha / beta) (eV) = -0.26 / -0.18
- spin multiplicity = 2
- energy above the lowest of the compared OMol25 structures with the same formula, charge and spin (kJ/mol) = 449.8
- net charge = 0

Each line ends with the Mulliken charge.
Positions of all 11 atoms, in Å:
O 2.898 -0.393 -0.084  -0.24
C -0.724 -0.588 -0.376  -0.11
O -1.379 1.732 -0.061  -0.71
H -2.581 0.218 -0.848  0.27
H -2.253 0.086 0.873  0.20
C -1.783 0.435 -0.090  -0.20
O 0.546 -0.202 -0.313  -0.27
Tl 0.698 2.017 0.391  0.44
H -0.902 -1.669 -0.270  0.38
C 1.810 -0.780 0.500  -0.20
H 3.671 -0.856 0.277  0.43



A structure of composition C24H18CaF8N3OS2Se in a non-equilibrium geometry, computed with ωB97M-V with the def2-TZVPD basis set.

Values from the calculation:
- HOMO-LUMO gap (eV) = 7.09
- HOMO level (eV) = -4.617
- lowest unoccupied orbital energy (eV) = 2.47
- energy above the lowest of the compared OMol25 structures with the same formula, charge and spin (kJ/mol) = 67.2
- net charge = -1

Each line ends with the Mulliken charge.
Positions of all 58 atoms, in Å:
H -0.459 4.680 3.809  0.35
F -3.254 -3.553 3.595  -0.31
S 2.408 -1.410 -1.741  -0.56
C -0.255 5.431 -1.239  -0.72
F 3.155 -3.118 -5.758  -0.33
C 1.294 -1.565 -2.991  0.95
N 0.053 -1.069 -2.803  -0.20
H 1.793 3.669 4.306  0.47
H -0.145 6.447 -0.892  0.39
F -1.811 -2.474 1.561  -0.04
H 3.779 0.525 3.528  0.25
H 0.820 -3.024 -6.036  0.46
C -0.031 1.910 0.120  0.37
C 3.023 -2.576 -4.522  0.56
C -0.036 4.379 -0.369  -0.07
H 1.593 1.640 5.349  0.40
O -0.677 0.863 -0.126  -1.03
C 1.933 1.156 4.429  -0.92
H 1.542 0.138 4.398  0.42
C 1.191 3.315 3.466  -0.73
H -1.483 -2.201 -5.557  0.39
F 3.576 -3.469 -3.690  -0.22
C -0.879 -1.275 -3.715  -0.44
C -0.287 3.615 3.694  -1.17
C -3.712 -6.087 1.039  0.22
S 1.221 -0.376 1.992  -0.64
C -0.185 3.068 -0.811  0.45
C -2.332 -4.290 0.127  -0.35
F -2.875 -6.206 -1.146  -0.30
Ca 0.062 -0.981 -0.464  0.72
C 0.608 -2.470 -5.132  -0.22
C -3.167 -4.200 2.420  -0.18
F -4.579 -5.923 3.251  -0.32
H 3.853 0.658 5.291  0.39
H -0.852 3.259 2.838  0.24
C -0.612 5.189 -2.556  -0.31
H -0.640 3.094 4.580  0.42
H -0.786 6.014 -3.234  0.37
C 3.461 1.113 4.383  -1.00
C -2.974 -5.534 0.010  0.24
C 1.057 1.304 2.136  0.73
H 1.533 3.816 2.559  0.42
C -3.827 -5.416 2.254  0.52
H 3.872 2.118 4.291  0.30
H -1.040 3.697 -4.029  0.39
C -2.439 -3.662 1.374  0.60
N 1.392 1.889 3.310  0.19
N 0.700 2.166 1.182  -0.33
F 3.836 -1.500 -4.534  -0.23
C -0.545 2.825 -2.134  -0.33
C -0.758 3.883 -3.001  -0.68
C 1.607 -2.211 -4.219  -0.27
C -0.676 -2.003 -4.874  -0.78
H -0.656 1.795 -2.462  0.44
F -4.333 -7.273 0.881  -0.31
H -1.848 -0.842 -3.499  0.44
Se -1.436 -3.513 -1.300  -0.39
H 0.228 4.565 0.659  0.26



A structure of composition C52H48AsBrF6HoN3O4P2 in a non-equilibrium geometry, computed with ωB97M-V with the def2-TZVPD basis set.

Values from the calculation:
- HOMO-LUMO gap (alpha / beta) (eV) = 7.45 / 7.47
- HOMO level (alpha / beta) (eV) = -7.545 / -7.567
- lowest unoccupied orbital energy (alpha / beta) (eV) = -0.10 / -0.09
- spin multiplicity = 5
- net charge = 0

Each line ends with the Mulliken charge.
Positions of all 118 atoms, in Å:
C -1.736 3.972 -0.413  -0.66
F 3.809 2.480 4.322  -0.48
C 3.229 -1.740 -2.779  -0.07
H 6.839 -3.300 1.157  0.46
C 5.865 -2.837 1.165  -0.76
F 1.997 -0.485 3.556  -0.54
P 0.755 2.561 0.065  1.17
C 3.007 -3.569 -1.360  -0.05
H -0.083 -1.715 -1.405  -0.49
H 4.514 -1.948 -4.447  0.46
H -1.550 3.954 -1.476  0.58
F 1.745 1.414 5.151  -0.55
H -5.414 -2.588 -1.152  0.43
H -2.216 -0.094 3.118  -0.13
C 4.368 -1.092 0.523  1.02
O -0.441 0.872 3.236  -0.05
H 4.966 -4.321 2.454  0.54
C -1.527 0.227 3.899  -0.18
H -0.514 -3.982 -2.212  0.45
C -1.587 -3.303 1.693  -0.43
C 4.104 -2.437 -3.578  -1.06
H 2.533 -3.964 -0.475  0.35
H 0.487 0.748 -3.213  1.12
Ho 1.430 -0.009 1.348  0.78
N 3.389 -1.599 1.289  0.95
H -2.427 4.151 3.377  0.46
C 0.853 2.340 -1.773  -2.18
C -4.765 -1.882 -0.657  -0.87
C -2.315 -3.444 -3.240  -0.92
H 0.838 0.211 -1.558  -0.07
O 1.927 -1.607 -0.898  0.01
F 4.123 0.545 2.736  -0.45
C -3.585 -2.321 -0.093  -0.48
H -0.559 -1.681 4.032  -0.05
H -0.318 -0.648 5.454  0.42
C 4.837 -3.397 1.916  -0.89
C 5.619 -1.684 0.434  -0.75
C -3.410 2.496 -2.862  0.08
H -4.557 1.390 0.139  0.57
N 2.705 -2.289 -1.664  0.37
C -5.120 -0.546 -0.581  -1.21
H -3.796 2.528 -1.855  0.47
C -4.282 0.349 0.059  -0.12
C 0.317 0.969 -2.156  -1.30
C -2.924 -1.124 -3.131  -0.62
H -2.423 0.625 1.088  -0.25
H -3.610 4.985 -0.635  0.46
H -3.280 -2.760 2.881  0.51
C 2.002 4.569 1.591  -0.19
C -1.095 3.493 1.838  0.48
C 3.968 0.147 -0.301  -0.27
C -2.244 4.092 2.313  -0.81
C -1.440 -1.917 1.132  -0.41
C 3.245 6.435 0.743  -0.57
C -0.909 -5.607 1.841  -0.90
O 3.027 0.833 0.192  0.17
As 2.987 0.996 3.960  2.19
C -2.789 -4.832 3.111  -0.92
C -3.570 3.144 -5.165  -0.67
Br 2.115 -3.430 2.854  0.00
H -3.614 -0.331 -3.379  0.46
C 2.717 5.731 1.811  -1.13
H -4.976 3.717 -3.661  0.46
C -0.936 -1.895 -2.040  0.53
H -4.075 -2.614 -4.132  0.46
H 0.334 3.133 -2.319  1.01
C -1.189 -3.180 -2.477  -0.42
H -2.084 -6.854 3.128  0.39
H 4.088 -5.328 -1.840  0.48
H 1.609 4.055 2.455  0.16
C -2.899 4.561 0.061  -0.76
C -2.728 -1.426 0.541  1.63
H -4.069 5.076 1.784  0.40
F 3.857 0.085 5.164  -0.51
H 2.208 4.468 -1.781  0.31
H 0.068 1.279 3.955  0.05
C -4.067 3.173 -3.875  -1.03
C -2.615 -3.563 2.593  0.31
C 1.792 4.078 0.301  1.44
H -2.020 2.403 -6.441  0.45
C -3.159 4.622 1.419  -0.90
C 3.626 -2.731 1.928  -0.17
C 3.057 5.956 -0.541  -0.76
H -2.037 0.953 4.544  0.49
C -2.411 2.435 -5.434  -0.71
C -1.940 -5.860 2.730  -0.61
C 2.335 4.795 -0.762  -0.90
C -1.040 -0.969 4.702  -1.11
H -3.598 -5.025 3.800  0.44
H -0.868 1.196 -4.666  0.28
C -3.184 -2.414 -3.555  -0.88
H -0.395 3.066 2.541  -0.21
H 2.862 6.091 2.819  0.45
F 1.999 1.801 2.708  -0.47
H -3.309 -3.365 -0.164  0.62
H -6.042 -0.204 -1.028  0.42
C -0.734 -4.335 1.325  -0.36
C -3.085 -0.082 0.605  -0.33
H 0.056 -4.127 0.620  0.63
C -2.249 1.773 -3.121  0.21
N -0.377 -1.262 1.170  0.17
H 6.372 -1.230 -0.190  0.61
C -1.761 1.752 -4.423  -0.38
C 3.872 -4.311 -2.129  -1.05
H -2.519 -4.449 -3.577  0.39
C -1.788 -0.848 -2.378  0.32
H -0.246 -6.407 1.544  0.45
H 3.801 7.346 0.907  0.39
H 3.471 6.491 -1.384  0.41
H 1.922 2.373 -2.011  0.54
P -1.485 0.837 -1.717  1.49
O 4.555 0.321 -1.360  -0.76
H -4.080 3.667 -5.959  0.38
H 5.153 -4.297 -3.853  0.43
C 4.456 -3.740 -3.251  -0.30
C -0.827 3.415 0.472  1.02
H -1.873 -1.458 5.197  0.48
H 2.957 -0.717 -2.974  0.45